This record from the Open Molecules 2025 dataset describes a cluster of 2 separate species, C7H16IO3S2 in total. The level of theory is ωB97M-V/def2-TZVPD.

XYZ file:
```
29
C7H16IO3S2 (ωB97M-V/def2-TZVPD)
C 1.85 0.86 -4.09
C 2.64 -0.43 -4.35
S 4.08 -0.72 -3.27
C 3.64 0.05 -1.68
C 2.34 -0.48 -1.10
I 2.55 -0.40 1.09
H 0.79 0.65 -4.24
H 1.95 1.22 -3.08
H 2.12 1.65 -4.80
H 3.06 -0.37 -5.35
H 1.97 -1.28 -4.30
H 4.51 -0.15 -1.06
H 3.59 1.13 -1.83
H 2.31 -1.56 -1.27
O -3.59 -0.36 0.89
S -3.61 -0.16 2.30
O -4.04 1.09 2.85
O -2.20 -0.56 2.91
C -1.00 0.03 2.34
C -0.81 1.47 2.76
C -4.53 -1.46 3.06
H -1.01 -0.07 1.26
H -0.18 -0.58 2.71
H -1.58 2.12 2.34
H 0.16 1.82 2.41
H -0.85 1.57 3.85
H -4.19 -2.41 2.67
H -5.58 -1.29 2.81
H -4.39 -1.40 4.14
```

Computed properties:
* energy: -43431.1712 eV
* lowest unoccupied orbital energy: 2.480 eV
* molar mass: 339.2 g/mol
* HOMO-LUMO gap: 4.990 eV
* net charge: -1
* highest occupied orbital energy: -2.5 eV
* spin multiplicity: 1

This record from the Open Molecules 2025 dataset describes a structure of composition C44H43FeN5O3P. The level of theory is ωB97M-V/def2-TZVPD.

XYZ file:
```
97
C44H43FeN5O3P (ωB97M-V/def2-TZVPD)
Fe -0.33 -0.72 0.22
N -0.99 -2.27 1.99
C -0.86 -1.50 3.23
C 0.41 -0.66 3.18
O 1.14 -0.58 4.17
N 0.62 -0.07 1.99
C 1.90 0.58 1.83
C 2.06 0.90 0.35
O 3.39 1.40 0.03
O 1.67 -0.13 -0.43
H -0.34 -3.05 2.00
H -1.92 -2.65 1.90
H -1.73 -0.83 3.30
H -0.82 -2.11 4.13
H 1.97 1.50 2.42
H 2.72 -0.07 2.15
C -1.79 6.16 -1.28
C -2.19 5.93 0.15
C -2.75 6.95 0.91
C -3.13 6.75 2.23
C -2.94 5.51 2.81
C -2.37 4.48 2.08
C -2.02 4.68 0.74
N -1.42 3.66 -0.03
C -1.60 2.30 0.01
N -2.71 1.85 0.64
C -3.23 0.54 0.64
C -2.52 -0.53 0.10
C -3.17 -1.77 0.05
C -4.45 -1.94 0.56
C -5.10 -0.87 1.14
C -4.51 0.39 1.18
C -5.23 1.55 1.81
N -0.79 1.52 -0.62
C 0.40 2.05 -1.13
C 1.44 2.27 -0.09
C 2.86 2.62 -0.54
C 3.04 2.70 -2.03
C 2.03 2.48 -2.87
C 0.68 2.13 -2.44
C -0.38 1.86 -3.48
H -2.09 7.16 -1.61
H -2.26 5.43 -1.95
H -0.70 6.08 -1.41
H -2.89 7.93 0.45
H -3.56 7.56 2.80
H -3.21 5.34 3.84
H -2.17 3.53 2.55
H -0.75 3.95 -0.72
H -3.34 2.57 0.95
H -2.66 -2.62 -0.39
H -4.92 -2.92 0.52
H -6.09 -1.00 1.57
H -6.17 1.23 2.25
H -5.46 2.33 1.08
H -4.63 2.00 2.61
H 1.06 2.83 0.76
H 3.31 3.49 -0.05
H 4.04 2.91 -2.38
H 2.21 2.54 -3.94
H 0.04 1.31 -4.33
H -0.80 2.80 -3.86
H -1.19 1.28 -3.05
C -0.22 -6.82 -0.52
C 0.78 -6.51 0.39
C 1.29 -5.22 0.47
C 0.79 -4.22 -0.36
C -0.24 -4.54 -1.25
C -0.73 -5.83 -1.34
P 1.32 -2.44 -0.39
C 1.87 -2.41 -2.14
C 2.70 -3.42 -2.63
C 3.12 -3.39 -3.94
C 2.71 -2.37 -4.79
C 1.86 -1.38 -4.32
C 1.44 -1.41 -2.99
C 2.85 -2.49 0.62
C 4.07 -2.09 0.09
C 5.21 -2.09 0.88
C 5.13 -2.48 2.21
C 3.90 -2.83 2.76
C 2.77 -2.83 1.97
H -0.59 -7.84 -0.59
H 1.18 -7.28 1.04
H 2.09 -5.00 1.17
H -0.65 -3.75 -1.87
H -1.52 -6.06 -2.05
H 3.02 -4.22 -1.97
H 3.78 -4.17 -4.32
H 3.05 -2.34 -5.82
H 1.53 -0.59 -4.98
H 0.79 -0.63 -2.61
H 4.13 -1.73 -0.93
H 6.15 -1.77 0.46
H 6.02 -2.48 2.83
H 3.83 -3.08 3.81
H 1.81 -3.05 2.42
```

Computed properties:
* energy: -103594.4498 eV
* lowest unoccupied orbital energy (spin up / spin down): 0.571 / -0.559 eV
* molar mass: 776.7 g/mol
* HOMO-LUMO gap (spin up / spin down): 8.042 / 7.015 eV
* energy above the lowest of the compared OMol25 structures with the same formula, charge and spin: 299.7 kJ/mol
* highest occupied orbital energy (spin up / spin down): -7.5 / -7.6 eV
* spin multiplicity: 6

This record from the Open Molecules 2025 dataset describes the ion C8H9N2 with charge +1. The level of theory is ωB97M-V/def2-TZVPD.

XYZ file:
```
19
C8H9N2 (ωB97M-V/def2-TZVPD)
C -2.11 0.29 1.11
C -2.18 -1.01 1.65
C -1.25 1.10 0.37
C 0.10 -2.12 1.96
C -0.01 1.22 -0.36
C 1.03 -1.66 0.84
C -1.19 -1.80 2.05
C 1.65 0.30 -1.93
N 1.08 -0.73 0.02
N 0.84 0.27 -0.76
H -3.02 0.88 1.33
H -3.35 -1.27 1.67
H -1.71 2.03 0.45
H 0.72 -2.56 2.81
H 0.10 2.24 -0.57
H 1.93 -2.30 1.02
H 1.06 0.58 -2.84
H 2.51 1.10 -1.85
H 2.14 -0.66 -1.92
```

Computed properties:
* energy: -11407.9202 eV
* lowest unoccupied orbital energy (spin up / spin down): -5.984 / -5.983 eV
* molar mass: 133.2 g/mol
* HOMO-LUMO gap (spin up / spin down): 7.227 / 7.228 eV
* net charge: +1
* energy above the lowest of the compared OMol25 structures with the same formula, charge and spin: 569.7 kJ/mol
* highest occupied orbital energy (spin up / spin down): -13.2 / -13.2 eV
* spin multiplicity: 1

This record from the Open Molecules 2025 dataset describes an isolated molecule of C3H5P3. The level of theory is ωB97M-V/def2-TZVPD.

XYZ file:
```
11
C3H5P3 (ωB97M-V/def2-TZVPD)
C 2.05 0.90 -0.14
C 1.23 -0.88 1.73
C -0.74 -0.05 -0.27
P 2.97 1.45 1.19
P 2.24 0.01 2.67
P 1.07 -0.54 -0.07
H 2.08 1.47 -1.11
H 0.78 -1.81 1.97
H -1.30 -0.98 -0.57
H -0.82 0.91 -0.91
H -1.06 0.26 0.76
```

Computed properties:
* energy: -31054.3005 eV
* lowest unoccupied orbital energy (spin up / spin down): 0.312 / -2.972 eV
* molar mass: 134.0 g/mol
* HOMO-LUMO gap (spin up / spin down): 6.632 / 5.709 eV
* energy above the lowest of the compared OMol25 structures with the same formula, charge and spin: 19.7 kJ/mol
* highest occupied orbital energy (spin up / spin down): -6.3 / -8.7 eV
* spin multiplicity: 3

This record from the Open Molecules 2025 dataset describes a cluster of 2 separate species, C2H5FO in total. The level of theory is ωB97M-V/def2-TZVPD.

XYZ file:
```
9
C2H5FO (ωB97M-V/def2-TZVPD)
C 0.77 0.35 0.49
C -0.30 0.34 -0.50
O -1.33 -1.25 0.11
F -1.12 1.35 -0.27
H 1.62 -0.32 0.14
H 1.26 1.31 0.47
H 0.25 -0.02 1.44
H -0.41 0.13 -1.65
H -0.75 -1.90 -0.22
```

Computed properties:
* energy: -6917.3847 eV
* lowest unoccupied orbital energy: 0.883 eV
* molar mass: 64.1 g/mol
* HOMO-LUMO gap: 10.955 eV
* energy above the lowest of the compared OMol25 structures with the same formula, charge and spin: 214.7 kJ/mol
* highest occupied orbital energy: -10.1 eV
* spin multiplicity: 1

This record from the Open Molecules 2025 dataset describes a structure of composition C63H51ClFO2P2RbS. The level of theory is ωB97M-V/def2-TZVPD.

XYZ file:
```
122
C63H51ClFO2P2RbS (ωB97M-V/def2-TZVPD)
Rb 0.46 -0.85 -1.41
O -0.86 -1.60 2.07
S -0.29 -0.20 2.06
C 0.68 -0.19 3.61
C 0.09 -0.91 4.61
C 0.53 -0.85 5.95
C 1.55 -0.01 6.26
C 2.18 0.35 7.58
C 3.24 1.43 7.24
C 3.18 1.57 5.73
C 3.86 2.36 4.87
C 3.60 2.22 3.48
C 2.67 1.36 2.95
P 2.61 1.03 1.09
C 4.35 0.52 0.81
C 4.51 -0.81 0.42
C 5.77 -1.34 0.19
C 6.90 -0.55 0.36
C 6.75 0.78 0.74
C 5.49 1.31 0.95
C 2.50 2.78 0.56
C 1.46 3.56 1.07
C 1.26 4.86 0.64
C 2.11 5.41 -0.31
C 3.14 4.65 -0.83
C 3.33 3.34 -0.41
C 1.84 0.63 3.86
C 2.18 0.72 5.23
C -1.66 0.85 2.64
C -1.36 1.86 3.52
C -2.35 2.69 4.10
C -3.65 2.44 3.80
C -4.92 3.12 4.25
C -6.06 2.31 3.58
C -5.35 1.36 2.65
C -5.82 0.53 1.69
C -4.88 -0.22 0.93
C -3.52 -0.22 1.14
P -2.42 -1.09 -0.11
C -2.74 -2.88 0.13
C -3.98 -3.42 0.45
C -4.14 -4.80 0.54
C -3.06 -5.64 0.33
C -1.81 -5.11 0.03
C -1.65 -3.73 -0.06
C -3.43 -0.68 -1.59
C -4.24 -1.57 -2.28
C -5.04 -1.13 -3.34
C -5.03 0.21 -3.70
C -4.17 1.09 -3.05
C -3.37 0.65 -2.02
C -3.01 0.63 2.19
C -3.96 1.42 2.87
H -0.77 -1.51 4.34
H 0.02 -1.44 6.71
H 2.64 -0.53 8.05
H 1.43 0.73 8.29
H 4.24 1.13 7.56
H 3.03 2.38 7.73
H 4.62 3.06 5.20
H 4.18 2.82 2.79
H 3.63 -1.42 0.24
H 5.86 -2.37 -0.14
H 7.88 -0.96 0.18
H 7.62 1.41 0.85
H 5.40 2.36 1.20
H 0.78 3.13 1.80
H 0.43 5.43 1.04
H 1.95 6.43 -0.66
H 3.79 5.06 -1.59
H 4.10 2.73 -0.86
H -0.33 2.02 3.81
H -2.06 3.48 4.79
H -4.92 4.16 3.92
H -5.01 3.13 5.34
H -6.77 2.95 3.05
H -6.64 1.75 4.32
H -6.87 0.46 1.45
H -5.26 -0.79 0.09
H -4.83 -2.78 0.63
H -5.12 -5.21 0.79
H -3.19 -6.72 0.39
H -0.95 -5.74 -0.15
H -0.65 -3.34 -0.25
H -4.26 -2.62 -2.00
H -5.66 -1.84 -3.88
H -5.65 0.55 -4.52
H -4.11 2.13 -3.38
H -2.66 1.33 -1.55
O 2.57 0.61 -1.53
H 1.65 1.03 -1.68
H 2.97 0.63 -2.42
F 0.20 1.46 -1.82
Cl 2.09 -5.90 -2.60
C 1.08 -4.54 -1.79
H 1.20 -4.75 -0.72
H 0.05 -4.81 -2.05
C -3.13 -1.53 -8.00
C -3.44 -0.66 -6.96
C -2.48 -0.34 -6.00
C -1.19 -0.86 -6.05
C -0.89 -1.74 -7.10
C -1.84 -2.06 -8.06
C -0.19 -0.49 -5.01
C 1.08 -0.89 -5.05
C 2.37 -0.88 -4.58
C 3.29 0.19 -4.89
C 4.64 0.09 -4.57
C 5.17 -1.01 -3.91
C 4.27 -2.03 -3.54
C 2.93 -1.98 -3.84
H -3.87 -1.78 -8.74
H -4.43 -0.23 -6.88
H -2.72 0.33 -5.19
H 0.11 -2.16 -7.13
H -1.58 -2.75 -8.86
H -0.58 0.18 -4.23
H 2.91 1.07 -5.39
H 5.29 0.92 -4.83
H 6.22 -1.07 -3.66
H 4.63 -2.89 -2.99
H 2.28 -2.80 -3.53
```

Computed properties:
* energy: -115559.7438 eV
* lowest unoccupied orbital energy: 3.239 eV
* molar mass: 1074.0 g/mol
* HOMO-LUMO gap: 3.150 eV
* net charge: -2
* energy above the lowest of the compared OMol25 structures with the same formula, charge and spin: 385.4 kJ/mol
* highest occupied orbital energy: 0.1 eV
* spin multiplicity: 1

This record from the Open Molecules 2025 dataset describes a cluster of 7 separate species, C17H51N3O8 in total. The level of theory is ωB97M-V/def2-TZVPD.

XYZ file:
```
79
C17H51N3O8 (ωB97M-V/def2-TZVPD)
C 15.12 -22.62 2.03
O 15.69 -23.77 2.56
C 15.43 -25.02 1.91
C 15.87 -26.27 2.75
C 15.57 -27.63 2.00
N 15.19 -26.27 4.01
H 15.29 -21.75 2.67
H 14.04 -22.78 1.95
H 15.59 -22.48 1.06
H 14.36 -25.09 1.75
H 16.06 -25.07 1.01
H 16.94 -26.32 2.89
H 14.50 -27.70 1.78
H 15.76 -28.55 2.56
H 16.07 -27.57 1.04
H 15.17 -25.33 4.39
H 14.25 -26.64 4.05
C 21.65 -28.64 8.40
O 20.69 -29.21 7.62
C 20.41 -30.57 7.90
C 19.25 -30.93 6.90
C 18.98 -32.36 6.88
N 19.60 -30.60 5.54
H 21.58 -27.62 8.03
H 22.62 -29.13 8.34
H 21.58 -28.66 9.49
H 21.23 -31.23 7.63
H 20.10 -30.80 8.92
H 18.36 -30.35 7.14
H 19.03 -32.72 7.90
H 19.62 -33.00 6.28
H 17.98 -32.46 6.43
H 19.81 -29.62 5.46
H 20.59 -30.77 5.42
C 11.48 -31.44 7.04
O 11.34 -29.99 7.16
C 10.87 -29.50 8.45
C 10.77 -28.02 8.50
C 12.08 -27.29 8.43
N 10.15 -27.75 9.77
H 10.53 -31.92 6.81
H 12.04 -31.94 7.83
H 12.02 -31.49 6.09
H 10.16 -30.20 8.89
H 11.70 -29.63 9.15
H 9.91 -27.83 7.85
H 12.04 -26.28 8.03
H 12.76 -27.72 7.69
H 12.64 -27.24 9.36
H 9.24 -28.16 9.90
H 10.64 -28.15 10.57
O 17.64 -30.69 3.76
C 18.11 -31.30 2.58
C 18.21 -32.83 2.56
O 19.24 -33.31 3.27
H 18.29 -30.77 4.46
H 17.80 -30.88 1.62
H 19.13 -30.92 2.59
H 18.20 -33.18 1.53
H 17.39 -33.33 3.08
H 19.15 -33.27 4.23
C 15.49 -29.35 6.11
O 14.39 -29.70 6.96
H 15.79 -28.39 6.53
H 16.33 -30.04 6.20
H 15.19 -29.31 5.06
H 13.65 -29.18 6.63
C 11.95 -28.09 3.85
O 12.59 -28.84 4.78
H 12.11 -28.37 2.81
H 10.87 -28.17 3.88
H 12.14 -27.02 3.93
H 11.93 -28.98 5.47
C 17.14 -29.34 9.71
O 15.88 -28.91 9.40
H 17.11 -30.42 9.60
H 17.99 -28.88 9.19
H 17.34 -29.21 10.77
H 15.57 -29.26 8.56
```

Computed properties:
* energy: -39300.1644 eV
* lowest unoccupied orbital energy: 0.698 eV
* SMILES string: COC[C@H](C)N.COC[C@H](C)N.COC[C@H](C)N.OCCO.CO.CO.CO
* molar mass: 425.6 g/mol
* HOMO-LUMO gap: 9.339 eV
* energy above the lowest of the compared OMol25 structures with the same formula, charge and spin: 395.8 kJ/mol
* highest occupied orbital energy: -8.6 eV
* spin multiplicity: 1

This record from the Open Molecules 2025 dataset describes a cluster of 7 separate species, C34H63NO8S in total. The level of theory is ωB97M-V/def2-TZVPD.

XYZ file:
```
107
C34H63NO8S (ωB97M-V/def2-TZVPD)
C 1.21 3.54 -5.15
C 2.61 2.99 -5.07
C 3.22 2.17 -3.77
C 3.11 0.53 -3.62
C 2.33 -0.35 -4.79
O 1.72 -1.51 -4.06
O 0.75 -1.02 -3.31
C 3.75 -0.34 -2.35
C 4.52 0.43 -1.11
C 4.59 2.10 -1.24
C 3.99 2.95 -2.51
C 4.18 4.60 -2.43
S 5.43 2.95 0.25
C 4.77 1.93 1.72
C 4.29 2.57 3.15
C 3.69 1.55 4.32
C 3.59 -0.07 4.02
C 4.09 -0.74 2.58
C 4.67 0.29 1.41
N 5.11 -0.29 0.08
H 0.69 3.78 -4.11
H 0.69 3.77 -6.20
H 3.28 3.18 -6.04
H 1.41 0.32 -5.15
H 3.01 -0.67 -5.68
H 1.08 -1.20 -2.36
H 3.67 -1.53 -2.28
H 3.77 4.93 -1.36
H 3.65 5.17 -3.32
H 5.35 4.79 -2.38
H 4.33 3.72 3.36
H 3.33 2.05 5.32
H 3.16 -0.76 4.89
H 4.01 -1.89 2.36
H 4.92 -1.32 0.01
C 0.55 -5.11 -4.55
C 0.07 -5.07 -3.10
C -1.43 -4.84 -3.02
O 0.76 -4.03 -2.41
H 0.35 -4.16 -5.05
H 1.63 -5.27 -4.59
H 0.06 -5.91 -5.11
H 0.32 -6.02 -2.61
H -1.69 -3.87 -3.47
H -1.75 -4.80 -1.98
H -1.98 -5.63 -3.53
H 0.54 -3.19 -2.84
C 1.28 -10.34 -3.45
C 0.32 -9.17 -3.55
C -0.90 -9.37 -2.66
O -0.10 -9.02 -4.90
H 0.80 -11.27 -3.77
H 2.14 -10.19 -4.10
H 1.63 -10.48 -2.42
H 0.84 -8.25 -3.27
H -1.46 -10.26 -2.96
H -1.58 -8.52 -2.76
H -0.61 -9.47 -1.61
H -0.56 -9.83 -5.17
C 0.15 2.53 4.93
C 0.79 3.91 4.87
C -0.21 5.00 5.21
O 1.31 4.13 3.56
H -0.67 2.44 4.21
H 0.88 1.75 4.68
H -0.24 2.32 5.93
H 1.64 3.95 5.57
H -1.04 5.00 4.49
H 0.26 5.99 5.14
H -0.62 4.87 6.21
H 0.57 4.09 2.93
C -3.50 2.71 9.08
C -2.31 3.65 9.09
C -2.58 4.88 9.95
O -2.02 4.06 7.76
H -4.38 3.20 8.67
H -3.29 1.83 8.45
H -3.73 2.36 10.09
H -1.42 3.13 9.47
H -3.43 5.44 9.57
H -1.72 5.55 9.94
H -2.78 4.59 10.99
H -2.80 4.53 7.41
C -2.91 -1.86 -0.88
C -3.22 -0.51 -1.50
C -3.91 -0.66 -2.85
O -2.01 0.22 -1.66
H -2.23 -2.44 -1.52
H -2.41 -1.74 0.08
H -3.83 -2.45 -0.73
H -3.87 0.06 -0.82
H -3.26 -1.19 -3.56
H -4.11 0.32 -3.29
H -4.85 -1.20 -2.76
H -1.44 -0.28 -2.26
C -3.00 4.36 -2.17
C -4.39 3.78 -1.97
C -4.77 3.73 -0.50
O -4.43 2.46 -2.51
H -2.24 3.76 -1.67
H -2.74 4.38 -3.23
H -2.95 5.39 -1.78
H -5.13 4.38 -2.52
H -4.07 3.10 0.06
H -5.77 3.29 -0.37
H -4.77 4.73 -0.06
H -3.78 1.92 -2.03
```

Computed properties:
* energy: -64962.6008 eV
* lowest unoccupied orbital energy: 0.107 eV
* SMILES string: C=Cc1c(COO)cc2c(c1C)Sc1ccccc1N2.CC(C)O.CC(C)O.CC(C)O.CC(C)O.CC(C)O.CC(C)O
* molar mass: 645.9 g/mol
* HOMO-LUMO gap: 7.654 eV
* highest occupied orbital energy: -7.5 eV
* spin multiplicity: 1

This record from the Open Molecules 2025 dataset describes a structure of composition C2H3NO2S. The level of theory is ωB97M-V/def2-TZVPD.

XYZ file:
```
9
C2H3NO2S (ωB97M-V/def2-TZVPD)
C 0.00 0.90 0.32
C 0.50 -0.39 1.08
H -0.34 -1.79 -0.81
H -1.34 1.03 -1.66
H 1.64 -0.06 1.79
N -0.17 0.61 -0.99
O -0.53 1.89 0.93
O -0.31 -1.48 1.23
S 0.55 -0.70 -1.88
```

Computed properties:
* energy: -18536.5954 eV
* lowest unoccupied orbital energy: -1.233 eV
* molar mass: 105.1 g/mol
* HOMO-LUMO gap: 8.763 eV
* energy above the lowest of the compared OMol25 structures with the same formula, charge and spin: 661.6 kJ/mol
* highest occupied orbital energy: -10.0 eV
* spin multiplicity: 1

This record from the Open Molecules 2025 dataset describes an isolated molecule of CH4N2O3. The level of theory is ωB97M-V/def2-TZVPD.

XYZ file:
```
10
CH4N2O3 (ωB97M-V/def2-TZVPD)
C -0.80 0.87 -0.49
N 0.30 0.30 0.38
O 1.50 0.47 -0.21
N 0.07 -1.12 0.59
O -0.97 -1.53 0.97
O 1.10 -1.75 0.63
H -0.62 1.97 -0.43
H -0.86 0.61 -1.48
H -1.75 0.55 0.00
H 2.03 -0.36 0.04
```

Computed properties:
* energy: -10219.1347 eV
* lowest unoccupied orbital energy: 0.256 eV
* SMILES string: CN(O)[N+](=O)[O-]
* molar mass: 92.1 g/mol
* HOMO-LUMO gap: 10.276 eV
* energy above the lowest of the compared OMol25 structures with the same formula, charge and spin: 317.6 kJ/mol
* highest occupied orbital energy: -10.0 eV
* spin multiplicity: 1

> Look up the energy of the third one.

-11407.9202 eV

> What is the spin multiplicity in the tenth record?

1

> Which of these has the highest spin multiplicity?

C44H43FeN5O3P